Below is the molecule C4H6N2O in a non-equilibrium geometry, with properties calculated with the ωB97M-V functional and the def2-TZVPD basis.

## Properties
**Total charge**: 0
**HOMO energy**: -9.620 eV
**LUMO energy**: 0.81 eV
**Multiplicity**: 1
**ΔE to the lowest compared entry with this formula, charge and spin**: 18.6 kcal per mole
**Molar mass**: 98.1 g mol⁻¹

Each line ends with the natural charge from an NBO analysis.
Cartesian coordinates (Å):
C  -0.40  1.68  0.90  -0.6696
C  -0.08  0.41  0.20  0.3289
N  -0.60  0.07  -0.93  -0.4973
C  -0.02  -1.20  -1.19  0.6155
O  -0.37  -1.85  -2.30  -0.6417
N  0.83  -1.66  -0.36  -0.4769
C  0.85  -0.65  0.68  -0.3417
H  -1.11  1.52  1.71  0.2394
H  -0.84  2.41  0.24  0.2401
H  0.47  2.14  1.35  0.2285
H  -1.01  -1.29  -2.76  0.4928
H  1.84  -0.33  0.98  0.2319
H  0.44  -1.26  1.49  0.2501

Below is the molecule C4H6N2O in a non-equilibrium geometry, with properties calculated with the ωB97M-V functional and the def2-TZVPD basis.

## Properties
**Total charge**: 0
**HOMO energy**: -7.761 eV
**LUMO energy**: 0.92 eV
**Multiplicity**: 1
**ΔE to the lowest compared entry with this formula, charge and spin**: 58.2 kcal per mole
**Molar mass**: 98.1 g mol⁻¹

Each line ends with the natural charge from an NBO analysis.
Cartesian coordinates (Å):
N  -1.15  -1.53  -0.76  -0.8374
C  -0.31  -0.50  -0.36  0.1822
N  0.63  0.00  -1.22  -0.4780
C  1.32  1.04  -0.67  -0.0471
C  0.70  1.31  0.49  -0.4254
C  -0.22  0.25  0.79  0.2034
O  -1.08  0.09  1.85  -0.6762
H  -2.09  -1.42  -0.36  0.3785
H  -0.88  -2.46  -0.45  0.3691
H  0.78  -0.36  -2.15  0.4135
H  2.11  1.55  -1.16  0.2130
H  1.14  1.18  1.56  0.2234
H  -0.94  0.85  2.44  0.4811

Below is a structure of composition C4H6N2O, with properties calculated with the ωB97M-V functional and the def2-TZVPD basis.

## Properties
**Total charge**: 0
**HOMO energy**: -7.234 eV
**LUMO energy**: 0.53 eV
**Multiplicity**: 1
**ΔE to the lowest compared entry with this formula, charge and spin**: 85.8 kcal per mole
**Molar mass**: 98.1 g mol⁻¹

Each line ends with the natural charge from an NBO analysis.
Cartesian coordinates (Å):
N  1.51  -0.42  -1.65  -0.7476
C  1.12  0.16  -0.59  0.5193
O  1.74  1.12  0.21  -0.5085
C  0.58  1.17  1.10  -0.0697
C  -0.03  0.10  0.26  -0.1363
C  -1.66  -1.14  -0.96  -0.2379
N  -1.19  -0.56  0.13  -0.3592
H  2.46  -0.14  -1.89  0.3535
H  0.88  0.95  2.14  0.1814
H  0.13  2.17  1.06  0.1787
H  -2.51  -1.80  -0.89  0.1923
H  -1.12  -0.96  -1.88  0.2223
H  -1.74  -0.67  0.98  0.4117

Below is the molecule C4H6N2O, with properties calculated with the ωB97M-V functional and the def2-TZVPD basis.

## Properties
**Total charge**: 0
**HOMO energy**: -8.256 eV
**LUMO energy**: 0.97 eV
**Multiplicity**: 1
**ΔE to the lowest compared entry with this formula, charge and spin**: 117.7 kcal per mole
**Molar mass**: 98.1 g mol⁻¹

Each line ends with the natural charge from an NBO analysis.
Cartesian coordinates (Å):
H  2.32  -1.46  1.89  0.3449
N  1.61  -1.08  1.26  -0.6647
C  2.12  -0.52  0.25  0.2660
N  1.26  -0.04  -0.76  -0.4760
C  0.51  1.29  -0.49  -0.2126
C  -0.08  0.17  -0.23  0.4820
O  -1.10  -0.59  0.07  -0.4579
C  -2.36  0.00  -0.24  -0.2484
H  3.19  -0.43  0.03  0.1559
H  0.60  2.30  -0.84  0.2360
H  -2.52  0.92  0.33  0.1848
H  -3.12  -0.74  0.04  0.2036
H  -2.41  0.20  -1.31  0.1864

Below is the molecule C4H6N2O, with properties calculated with the ωB97M-V functional and the def2-TZVPD basis.

## Properties
**Total charge**: 0
**HOMO energy**: -9.345 eV
**LUMO energy**: -0.46 eV
**Multiplicity**: 1
**ΔE to the lowest compared entry with this formula, charge and spin**: 119.8 kcal per mole
**Molar mass**: 98.1 g mol⁻¹

Each line ends with the natural charge from an NBO analysis.
Cartesian coordinates (Å):
C  1.43  1.66  0.88  -0.6425
C  0.63  0.61  0.19  0.0233
N  0.69  0.49  -1.12  -0.0193
O  -0.15  -0.48  -1.51  -0.3055
C  -0.71  -1.05  -0.32  0.0839
N  -1.91  -1.74  -0.51  -0.8057
C  -0.30  -0.30  0.84  -0.0811
H  1.69  2.47  0.19  0.2294
H  0.85  2.07  1.71  0.2337
H  2.36  1.25  1.30  0.2304
H  -1.97  -2.18  -1.42  0.3803
H  -2.71  -1.14  -0.36  0.3830
H  0.13  -1.72  0.11  0.2900

Below is the molecule C4H6N2O, with properties calculated with the ωB97M-V functional and the def2-TZVPD basis.

## Properties
**Total charge**: 0
**HOMO energy**: -8.091 eV
**LUMO energy**: 0.64 eV
**Multiplicity**: 1
**ΔE to the lowest compared entry with this formula, charge and spin**: 138.7 kcal per mole
**Molar mass**: 98.1 g mol⁻¹

Each line ends with the natural charge from an NBO analysis.
Cartesian coordinates (Å):
C  1.15  1.18  1.66  -0.2535
O  -0.18  1.38  1.08  -0.3245
C  -0.57  0.36  0.12  0.4650
N  -0.94  -0.07  1.27  -0.1387
N  -0.96  -2.06  -0.81  -0.6872
C  -0.67  -1.15  -1.66  0.1159
C  -0.41  0.21  -1.21  -0.5474
H  1.71  2.12  1.57  0.2024
H  0.97  0.93  2.70  0.2119
H  1.67  0.38  1.14  0.2108
H  -1.06  -2.97  -1.26  0.3398
H  -0.56  -1.34  -2.74  0.1611
H  -0.14  1.03  -1.87  0.2444

Below is the molecule C4H6N2O, with properties calculated with the ωB97M-V functional and the def2-TZVPD basis.

## Properties
**Total charge**: 0
**HOMO energy**: -6.302 eV
**LUMO energy**: 0.35 eV
**Multiplicity**: 1
**ΔE to the lowest compared entry with this formula, charge and spin**: 69.6 kcal per mole
**Molar mass**: 98.1 g mol⁻¹

Each line ends with the natural charge from an NBO analysis.
Cartesian coordinates (Å):
C  2.33  0.00  0.14  -0.9818
C  0.92  0.03  0.06  0.4642
N  0.29  -0.82  -0.77  -0.5234
C  -1.10  -0.72  -0.72  -0.2124
C  -1.34  0.25  0.20  0.4261
O  -2.47  0.83  0.67  -0.6549
N  -0.13  0.70  0.68  -0.5542
H  2.85  0.73  -0.48  0.2175
H  2.74  -0.14  1.13  0.2059
H  0.97  -1.43  -1.20  0.4542
H  -1.77  -1.37  -1.26  0.2294
H  -3.24  0.42  0.26  0.4954
H  -0.03  1.50  1.28  0.4340

Below is the molecule C4H6N2O, with properties calculated with the ωB97M-V functional and the def2-TZVPD basis.

## Properties
**Total charge**: 0
**HOMO energy**: -8.464 eV
**LUMO energy**: 0.27 eV
**Multiplicity**: 1
**ΔE to the lowest compared entry with this formula, charge and spin**: 118.1 kcal per mole
**Molar mass**: 98.1 g mol⁻¹

Each line ends with the natural charge from an NBO analysis.
Cartesian coordinates (Å):
C  -1.85  -0.19  0.20  -0.6310
C  -0.42  0.08  -0.29  -0.0368
N  -0.38  -0.19  -1.75  0.1513
O  0.71  -0.56  -2.12  -0.3022
C  0.35  1.24  0.24  -0.2789
C  0.92  0.08  0.37  0.2262
N  1.99  -0.67  0.80  -0.7987
H  -2.26  -1.14  -0.15  0.2170
H  -1.92  -0.14  1.29  0.2221
H  -2.48  0.61  -0.22  0.2196
H  0.28  2.29  0.44  0.2325
H  2.77  -0.09  1.10  0.3829
H  2.30  -1.34  0.10  0.3961